1.
# C4H5FeO

A structure of composition C4H5FeO in a non-equilibrium geometry (the ωB97M-V functional and the def2-TZVPD basis, OMol25).

total charge	+2
strongest force on any atom	4.5	eV/Å
energy	-40638.8248	eV
Kohn-Sham gap (spin up / spin down)	2.99 / 6.25	eV
HOMO level (spin up / spin down)	-16.045 / -19.410	eV
multiplicity	6

```
11
Properties=species:S:1:pos:R:3:forces:R:3:nbo_charge:R:1
C -1.94057 0.32414 1.81429 -1.270 -0.232 -0.146 0.163
C -0.72464 0.74644 1.33454 2.876 -0.229 -0.503 -0.272
C -0.13689 0.21984 0.17735 -2.390 -1.220 1.889 0.015
C 1.23554 0.47527 -0.08176 2.503 1.446 -1.856 0.384
O 1.90231 -0.14102 -0.94816 -1.591 2.721 3.275 -0.639
Fe 2.03202 -1.54940 -2.04214 0.670 -2.820 -2.393 1.064
H -2.38880 0.79106 2.69071 0.110 -0.214 0.084 0.269
H -2.49351 -0.47461 1.31643 -0.078 0.211 0.038 0.243
H -0.64754 -0.55043 -0.40664 -0.135 0.440 -0.155 0.259
H 1.68853 1.37969 0.35449 0.129 -0.469 0.245 0.233
H -0.03392 1.29200 2.00562 -0.821 0.367 -0.477 0.281
```
Positions in Å, forces in eV/Å.

2.
# C3H11O4

A cluster of 3 separate species, C3H11O4 in total in a non-equilibrium geometry (the ωB97M-V functional and the def2-TZVPD basis, OMol25).

total charge	-1
strongest force on any atom	6.5	eV/Å
energy	-11478.2511	eV
Kohn-Sham gap	7.90	eV
HOMO level	-3.846	eV
multiplicity	1

```
18
Properties=species:S:1:pos:R:3:forces:R:3:nbo_charge:R:1
C 0.28756 -1.41788 1.61227 -3.414 0.304 3.674 -0.444
C -0.37525 -1.85234 0.32648 2.729 1.687 -0.613 -0.100
O 0.31491 -1.10922 -0.72223 -0.112 -0.753 -0.014 -0.826
C -0.16051 0.16807 1.70678 4.206 -3.215 3.739 -0.028
O 0.43373 0.82719 0.75262 -0.023 2.398 -3.431 -0.864
H 1.32408 -1.66059 1.88508 -0.038 0.387 -1.139 0.200
H -0.26597 -1.91222 2.59433 0.797 0.835 -2.215 0.138
H -0.17551 -2.88809 0.16935 -0.795 -0.998 -0.554 0.161
H -1.37852 -1.43904 0.29101 -0.698 -0.979 0.379 0.154
H 0.45393 -0.18360 -0.26395 0.221 -0.928 -0.158 0.473
H -1.21846 0.09341 1.94849 -0.668 0.769 -0.432 0.120
H 0.49825 0.48937 2.56178 -1.588 -0.196 1.011 0.125
H -0.48337 1.15706 -0.37542 -0.494 -0.022 0.868 0.494
H -1.69634 0.54406 -1.19120 -0.958 -2.470 -0.526 0.460
O -1.26241 1.32781 -1.00568 0.026 3.029 0.179 -1.012
H 1.22687 0.96060 -1.80673 1.767 -4.248 2.570 0.454
H -0.04998 1.73673 -1.98460 1.223 -0.341 -0.303 0.493
O 0.92055 1.66861 -2.23737 -2.182 4.742 -3.037 -0.998
```
Positions in Å, forces in eV/Å.

3.
# C4H11N8

The ion C4H11N8 with charge +1 in a non-equilibrium geometry (the ωB97M-V functional and the def2-TZVPD basis, OMol25).

total charge	+1
strongest force on any atom	4.4	eV/Å
energy	-16233.8852	eV
Kohn-Sham gap (spin up / spin down)	6.16 / 6.56	eV
HOMO level (spin up / spin down)	-12.561 / -12.696	eV
multiplicity	1

```
23
Properties=species:S:1:pos:R:3:forces:R:3:nbo_charge:R:1
N -0.30103 1.64223 0.17786 0.191 0.622 -2.253 -0.555
C 0.69008 0.82823 -0.46643 1.577 -2.761 2.674 0.036
N 2.11592 1.06259 -0.38482 -0.879 1.305 0.215 -0.629
C 2.87416 -0.11839 0.14722 -3.705 0.396 -1.728 -0.041
N 1.91735 -1.19335 -0.00927 -0.883 -0.347 0.481 -0.580
C 0.65659 -0.60857 0.32469 -0.024 0.529 -0.321 0.123
N -0.47968 -1.43257 -0.11939 -1.341 1.344 3.974 -0.590
C -1.75212 -0.86308 0.59622 1.103 -2.904 -0.552 0.160
N -1.84834 0.54118 0.89686 0.145 -0.359 0.266 -0.062
N -2.82296 0.98398 0.15879 -0.609 2.751 -0.518 -0.119
N -3.33564 0.13723 -0.64357 0.011 -2.345 0.681 0.106
N -2.82165 -1.07019 -0.36577 -0.759 3.433 -0.121 -0.366
H 0.01160 2.36164 0.82331 0.094 -0.362 0.485 0.426
H -0.91830 2.09205 -0.50681 0.144 -0.023 0.353 0.418
H 0.50157 0.51215 -1.43784 -1.443 0.288 -1.994 0.191
H 2.19620 1.98751 -0.02206 1.364 0.526 0.475 0.378
H 3.12319 -0.10766 1.13658 0.652 0.616 2.816 0.188
H 3.70408 -0.23678 -0.42692 2.372 -0.551 -1.634 0.215
H 1.76094 -1.59968 -0.91425 1.003 -0.162 -0.644 0.369
H 0.70413 -0.27034 1.43058 -0.893 -1.114 -1.405 0.212
H -0.71334 -1.59584 -1.09720 0.716 0.646 0.067 0.399
H -2.01651 -1.27273 1.62536 0.751 -0.383 -1.259 0.265
H -3.24624 -1.77958 -0.92314 0.416 -1.145 -0.058 0.457
```
Positions in Å, forces in eV/Å.

4.
# CH3NO3

A cluster of 2 separate species, CH3NO3 in total in a non-equilibrium geometry (the ωB97M-V functional and the def2-TZVPD basis, OMol25).

strongest force on any atom	1.3	eV/Å
energy	-8715.2191	eV
Kohn-Sham gap	10.36	eV
HOMO level	-9.676	eV
multiplicity	1

```
8
Properties=species:S:1:pos:R:3:forces:R:3:nbo_charge:R:1
N 2.47472 -0.65405 0.50016 0.016 -0.627 0.333 -0.755
C 2.10826 0.43824 0.20775 -0.041 -0.468 0.277 0.870
O 1.59241 1.46122 0.04732 -0.309 1.223 -0.399 -0.541
H 3.24846 -1.23849 0.29976 0.393 -0.121 -0.210 0.429
O -1.02104 0.27154 -0.23610 0.456 -0.366 -0.492 -0.475
O -2.13030 0.64209 0.57146 -0.423 0.469 0.415 -0.461
H -0.48121 1.07811 -0.23788 -0.287 -0.065 0.201 0.474
H -2.63057 -0.18245 0.60766 0.194 -0.046 -0.124 0.460
```
Positions in Å, forces in eV/Å.

5.
# C3H16NO4

A cluster of 5 separate species, C3H16NO4 in total in a non-equilibrium geometry (the ωB97M-V functional and the def2-TZVPD basis, OMol25).

total charge	+1
strongest force on any atom	6.0	eV/Å
energy	-13042.3647	eV
Kohn-Sham gap	10.57	eV
HOMO level	-13.430	eV
multiplicity	1

```
24
Properties=species:S:1:pos:R:3:forces:R:3:nbo_charge:R:1
C -0.66778 0.43739 1.72696 -2.183 1.184 4.070 -0.756
C 0.60757 0.75666 1.12646 4.529 -1.926 -2.276 0.162
C 1.86710 0.67578 1.65160 -1.259 0.979 1.579 -0.362
N 0.56475 1.05978 -0.43232 -5.147 -2.704 1.656 -0.752
H -0.99645 1.46404 1.96080 -1.037 -0.285 -0.123 0.249
H -1.57039 -0.18902 1.56718 0.924 0.377 -2.101 0.289
H -0.63983 0.03320 2.78176 1.430 0.527 -0.744 0.274
H 2.85295 0.78386 1.22310 -0.637 0.276 -0.970 0.220
H 2.08593 0.74402 2.75606 -1.174 -0.854 -0.980 0.237
H 0.64004 0.18734 -1.04160 -0.050 1.178 1.094 0.465
H 1.15317 1.76331 -0.73238 2.266 1.566 -0.513 0.444
H -0.47902 1.44145 -0.53786 1.959 -1.024 -0.272 0.470
H 3.77988 1.19511 -0.50219 0.968 -1.350 0.620 0.480
H 3.74992 2.40415 -1.36259 -1.209 -0.695 0.788 0.499
O 3.15756 1.82457 -0.80090 0.542 2.257 -1.807 -0.969
H -1.15254 -2.76257 -1.22746 1.249 0.255 0.747 0.505
H -0.45160 -2.57282 0.11731 -0.107 -0.451 1.195 0.464
O -0.33427 -2.38152 -0.79442 -0.717 0.580 -1.846 -0.986
H -1.83868 3.17455 -0.55657 -0.947 -3.459 -0.042 0.504
H -3.01833 2.07857 -0.81889 1.881 0.044 0.435 0.522
O -2.04593 2.13246 -0.55991 -0.927 3.665 -0.426 -0.982
H -3.17303 -3.72893 -0.55940 0.330 -0.045 0.133 0.477
H -2.81876 -4.55619 -1.74625 0.465 -0.045 0.076 0.489
O -2.39210 -4.08770 -1.01038 -1.149 -0.049 -0.293 -0.945
```
Positions in Å, forces in eV/Å.

6.
# C5H6NS

The ion C5H6NS with charge +1 in a non-equilibrium geometry (the ωB97M-V functional and the def2-TZVPD basis, OMol25).

total charge	+1
strongest force on any atom	8.4	eV/Å
energy	-17596.6537	eV
Kohn-Sham gap	9.18	eV
HOMO level	-15.474	eV
multiplicity	1

```
13
Properties=species:S:1:pos:R:3:forces:R:3:nbo_charge:R:1
C -0.71147 -1.02867 -0.21412 0.536 -0.767 0.518 -0.394
C -1.49493 1.42810 0.07367 -0.302 -1.458 0.064 0.121
C 0.40694 -0.16018 -0.06166 0.578 1.181 -0.628 0.016
C 0.18360 1.21579 0.02067 -7.822 -3.057 -0.111 -0.071
C 1.76613 -0.81848 0.00521 -1.269 -0.976 3.708 -0.660
N -2.73392 0.66992 0.08148 6.194 2.037 -0.224 -0.546
S -2.35749 -0.88613 -0.11780 0.784 -0.821 -0.210 0.998
H -0.31110 -2.03712 -0.30124 -0.904 -0.326 -0.182 0.281
H -1.79503 2.42649 0.13886 -0.022 1.676 0.162 0.210
H 0.64176 2.16004 0.04436 1.237 0.624 0.103 0.272
H 2.51467 -0.19526 -0.31396 1.813 2.063 -0.189 0.248
H 2.01687 -1.70878 -0.54530 -1.008 -0.703 -0.220 0.262
H 1.87395 -1.06571 1.18983 0.185 0.527 -2.792 0.263
```
Positions in Å, forces in eV/Å.